# 1
7
Properties=species:S:1:pos:R:3:forces:R:3:mulliken_charge:R:1 method="wB97M-V/def2-TZVPD" multiplicity=1 smiles="Cl/C=C/OBr" charge=0
C 0.460707 -0.094684 -0.565913 0.542 -1.140 1.146 -0.23
C -0.423091 0.136126 0.381068 -1.222 -0.498 -1.473 -0.05
O 1.651268 0.420782 -0.767968 2.373 1.558 0.214 -0.43
Cl -1.932914 -0.677822 0.096510 -0.216 0.004 0.507 -0.17
Br 3.241788 -0.218069 0.139693 -1.407 0.160 -0.450 0.08
H 0.227840 -0.901792 -1.177919 -0.376 -1.353 -1.503 0.39
H -0.486525 0.879345 1.093057 0.307 1.268 1.558 0.41

# 2
68
Properties=species:S:1:pos:R:3:forces:R:3:mulliken_charge:R:1 method="wB97M-V/def2-TZVPD" multiplicity=1 charge=+1
C 1.437210 3.818712 3.154692 0.461 0.357 -0.124 -1.02
C 1.073788 4.885976 2.070355 -0.252 -1.743 0.045 -0.03
B 0.090039 4.270447 0.981259 0.278 0.772 0.672 0.28
O -0.740007 5.030568 0.194659 0.453 -0.793 -0.346 -0.56
C 0.131198 2.663535 0.797242 -0.412 1.578 -0.128 0.22
C 1.142961 2.123692 0.022787 -0.995 -0.661 0.699 0.53
F 2.058331 2.896229 -0.559739 -0.056 0.081 0.009 -0.27
C 1.217292 0.760282 -0.103336 1.443 0.427 -0.537 -0.37
N 0.310004 0.009933 0.507271 0.441 -0.527 -0.058 0.62
C -0.683213 0.478701 1.258267 -1.525 0.681 2.340 -0.58
C -0.805586 1.839954 1.432031 1.127 0.093 -0.664 0.25
O -1.783036 2.381156 2.211797 -0.105 0.130 -1.232 -0.49
N -1.556527 2.056281 3.648394 -0.109 -0.717 1.245 0.17
O -2.187884 1.153414 3.963085 0.195 0.444 -0.042 -0.15
H 2.012016 2.978840 2.732280 -0.210 0.192 0.047 0.24
H 0.554666 3.403049 3.651564 0.185 0.176 -0.019 0.27
H 2.093071 4.275460 3.907040 -0.255 -0.164 -0.053 0.44
H 0.646409 5.757935 2.576265 0.304 0.147 -0.502 0.38
H 2.020358 5.090632 1.530357 -0.499 0.516 0.296 -0.12
H -0.274231 5.496250 -0.511270 -0.299 0.380 0.189 0.35
H 2.046570 0.330458 -0.689754 -1.082 -0.117 0.720 0.15
H 0.391279 -0.998125 0.385344 -0.141 0.044 0.183 0.05
H -1.448586 -0.173729 1.818471 2.050 1.656 -0.797 0.40
C 2.399747 0.738446 -4.199797 -0.144 0.043 -0.448 -0.43
Cl 2.999761 0.273253 -2.589968 0.565 -0.097 -0.661 -0.14
Cl 1.261446 -0.443925 -4.848031 0.324 0.380 0.355 -0.04
H 1.906257 1.700995 -4.119261 -0.034 -0.068 0.128 0.31
H 3.247603 0.807963 -4.872184 0.077 -0.106 0.143 0.33
C 4.703881 4.968386 0.569616 0.037 -0.062 -0.017 0.11
Cl 5.979657 5.546037 -0.502937 -0.040 -0.066 -0.036 -0.16
Cl 4.428828 6.078977 1.918481 0.057 -0.025 0.030 -0.16
H 3.785034 4.875946 -0.000405 0.035 0.095 -0.015 -0.03
H 4.993046 4.001538 0.968231 0.067 0.071 0.040 0.27
C -2.541449 -2.278083 -0.788706 0.198 -0.087 0.009 0.23
Cl -1.771096 -1.709127 0.710038 -1.609 -2.609 -1.508 -0.09
Cl -2.306734 -4.013846 -1.027387 -0.012 0.066 -0.085 -0.21
H -3.601648 -2.072760 -0.735359 -0.016 -0.016 0.179 0.07
H -2.094400 -1.735115 -1.625079 -0.013 -0.364 0.639 -0.05
C -5.333128 -2.399955 2.527088 -0.019 -0.180 -0.030 -0.32
Cl -6.669956 -2.021912 1.436666 0.025 -0.053 -0.012 -0.15
Cl -4.242732 -1.018748 2.718811 -0.180 0.090 0.249 -0.07
H -5.735233 -2.663622 3.498859 -0.019 0.118 -0.013 0.41
H -4.770892 -3.233264 2.117201 0.029 0.079 -0.044 0.15
C -6.467980 -2.774321 -2.679988 -0.114 -0.160 0.021 -0.19
Cl -7.711996 -2.366396 -3.859668 0.020 -0.049 0.021 -0.15
Cl -5.387980 -1.401884 -2.374970 -0.398 0.078 0.108 -0.10
H -6.945079 -3.054779 -1.746836 0.001 0.115 -0.004 0.23
H -5.879097 -3.601727 -3.061972 0.034 0.091 -0.049 0.25
C -2.176479 -2.707384 -5.107039 0.120 -0.146 -0.169 -0.30
Cl -0.818365 -2.143340 -6.081300 -0.300 -0.378 -0.285 -0.16
Cl -2.496057 -1.592332 -3.772161 0.049 0.066 -0.721 -0.08
H -3.058149 -2.773210 -5.735585 0.002 0.162 0.039 0.33
H -1.940299 -3.682292 -4.693832 0.086 0.081 0.050 0.24
C 5.465654 -2.440640 -4.120823 0.070 -0.004 0.106 -0.23
Cl 4.333674 -3.773415 -3.869745 0.019 0.007 0.062 -0.14
Cl 4.988674 -1.432806 -5.493315 0.052 0.059 -0.015 -0.14
H 5.484757 -1.825823 -3.227705 -0.096 0.012 -0.046 0.18
H 6.451470 -2.848548 -4.314288 -0.070 -0.035 -0.098 0.33
C -0.072672 -4.683227 2.172902 -0.189 -0.122 -0.020 -0.35
Cl -1.358337 -3.991415 3.167619 0.026 -0.130 0.118 -0.11
Cl 1.000954 -3.425109 1.530916 0.328 -0.255 -0.074 -0.10
H 0.515117 -5.360930 2.781598 0.057 0.132 0.031 0.37
H -0.518861 -5.219261 1.342203 -0.022 0.148 -0.040 0.23
C 2.461423 -1.098088 4.671873 0.206 -0.056 0.166 -0.45
Cl 1.113607 -0.703498 3.590354 -0.084 0.100 0.100 0.05
Cl 3.569094 0.263635 4.841617 -0.008 -0.047 0.000 -0.14
H 2.061006 -1.351341 5.647177 -0.074 0.102 -0.042 0.33
H 3.001808 -1.942706 4.258030 -0.042 0.065 -0.103 0.29

Computed max |F| (eV/A) in order:
2.85; 3.42
Computed energy above the lowest of the compared OMol25 structures with the same formula, charge and spin (eV) in order:
2.6591; 0.0000
Computed LUMO (eV) in order:
-1.760; -3.763